# 1
A structure of composition C28H30BNO4 in a non-equilibrium geometry, computed with ωB97M-V/def2-TZVPD.

Output
ΔE to the lowest compared entry with this formula, charge and spin in eV: 5.581
LUMO level in eV: -1.8
E in eV: -39869.4057

```
! RIJCOSX wB97M-V def2-TZVPD def2/J DEFGRID3
* xyz 0 1
C 2.268 1.430 5.720
C 1.126 0.817 5.048
C -0.223 1.017 5.274
C -0.932 0.088 4.546
C 0.035 -0.629 3.555
B -1.389 2.257 -0.297
C -2.375 2.598 0.765
C -3.457 2.092 1.508
C -4.039 3.179 2.198
C -3.235 4.273 1.943
C -3.419 5.685 2.243
O -2.181 3.942 1.138
C -0.021 2.830 -0.171
C 1.226 2.678 0.483
C 2.090 3.683 -0.025
C 1.354 4.362 -0.991
C 1.651 5.439 -1.903
O 0.080 3.884 -1.086
C 0.038 -2.109 3.692
C 1.052 -3.010 3.989
C 0.496 -4.321 3.942
C -0.814 -4.167 3.579
C -1.899 -5.059 3.252
O -1.107 -2.833 3.479
O 1.317 -0.126 4.095
H 1.871 2.120 6.464
H 2.881 0.694 6.253
H 2.909 1.999 5.047
H -0.571 1.820 5.956
H -2.042 0.029 4.502
H -3.785 1.052 1.542
H -4.953 3.162 2.779
H -4.439 5.979 1.959
H -3.333 5.857 3.323
H -2.685 6.295 1.701
H 1.491 1.933 1.224
H 3.110 3.877 0.293
H 2.473 6.039 -1.509
H 1.957 5.040 -2.879
H 0.743 6.040 -2.025
H 2.096 -2.773 4.165
H 1.041 -5.252 4.093
H -1.516 -5.971 2.782
H -2.399 -5.336 4.189
H -2.631 -4.603 2.577
C -1.606 -0.078 0.010
N -0.916 -0.837 1.112
C -0.585 -2.125 0.676
C 0.721 -2.625 0.781
C 0.971 -3.952 0.484
C -0.033 -4.789 -0.009
C -1.306 -4.250 -0.284
C -1.557 -2.913 0.002
C -0.100 -0.109 2.192
H -2.667 0.036 0.238
H -1.121 0.926 -0.412
H -1.535 -0.698 -0.886
H 1.493 -1.949 1.122
H 1.966 -4.354 0.664
H 0.166 -5.859 -0.190
H -2.098 -4.896 -0.693
H -2.535 -2.482 -0.253
H -0.638 0.820 2.356
H 0.858 0.237 1.758
*
```

=====

# 2
A structure of composition C28H30Cl2HgN5O3S5 in a non-equilibrium geometry, computed with ωB97M-V/def2-TZVPD.

Output
ΔE to the lowest compared entry with this formula, charge and spin in eV: 0.000
LUMO level (alpha / beta) in eV: 4.0 / 4.0
E in eV: -126511.7219
⟨S²⟩: 0.781

```
! RIJCOSX wB97M-V def2-TZVPD def2/J DEFGRID3
* xyz -2 2
Hg 0.295 -0.836 -0.655
C -1.499 -5.243 1.312
S -0.497 -5.632 -0.159
C -0.003 -3.966 -0.580
S -1.288 -2.821 -0.830
N 1.280 -3.807 -0.661
N 1.761 -2.563 -0.811
C 3.053 -2.416 -1.077
C 3.693 -1.165 -0.937
C 5.038 -0.961 -1.348
C 5.637 0.255 -1.162
C 4.913 1.295 -0.552
C 3.601 1.028 -0.186
N 2.996 -0.134 -0.358
H -1.740 -6.185 1.806
H -2.401 -4.727 0.995
H -0.917 -4.597 1.967
H 3.631 -3.288 -1.378
H 5.569 -1.780 -1.823
H 6.658 0.421 -1.490
H 5.351 2.269 -0.379
H 3.000 1.806 0.284
Cl 0.350 -1.978 -4.089
C 0.192 -0.515 -4.990
C -0.125 -0.633 -6.332
C -0.260 0.492 -7.128
C -0.079 1.742 -6.561
C 0.239 1.848 -5.220
Cl 0.443 3.446 -4.571
C 0.393 0.736 -4.357
S 0.829 0.974 -2.700
H -0.263 -1.624 -6.745
H -0.501 0.399 -8.180
H -0.192 2.641 -7.153
O 0.252 -2.768 3.918
C 0.236 -1.622 4.640
C 0.312 -1.681 6.031
C 0.250 -0.533 6.801
C 0.109 0.698 6.181
C 0.053 0.766 4.798
C 0.119 -0.374 3.999
C 0.094 -0.238 2.500
O 0.312 -1.223 1.776
N -0.177 1.003 2.098
N -0.246 1.236 0.739
C -0.140 2.507 0.529
S 0.106 3.480 2.014
C 0.241 5.060 1.085
C -0.692 4.974 -0.093
S -0.330 3.395 -0.960
H 0.398 -3.513 4.507
H 0.421 -2.651 6.508
H 0.315 -0.605 7.880
H 0.044 1.603 6.772
H -0.038 1.717 4.293
H 1.274 5.174 0.750
H -0.013 5.872 1.770
H -0.526 5.769 -0.822
H -1.737 4.970 0.225
C -3.053 0.741 -2.451
C -3.448 1.051 -1.022
O -3.123 -0.055 -0.219
C -3.476 0.109 1.133
C -3.289 -1.215 1.849
H -3.375 1.540 -3.123
H -3.497 -0.205 -2.765
H -1.970 0.651 -2.517
H -4.534 1.247 -0.957
H -2.926 1.950 -0.666
H -4.529 0.434 1.200
H -2.855 0.886 1.599
H -3.833 -1.999 1.320
H -3.650 -1.143 2.878
H -2.234 -1.491 1.855
*
```

=====

# 3
A cluster of 2 separate species, C28H30Cl2N4O3 in total in a non-equilibrium geometry, computed with ωB97M-V/def2-TZVPD.

Output
ΔE to the lowest compared entry with this formula, charge and spin in eV: 0.000
LUMO level in eV: 0.4
E in eV: -66672.6672

```
! RIJCOSX wB97M-V def2-TZVPD def2/J DEFGRID3
* xyz 0 1
C 4.462 6.153 -0.138
C 4.000 4.860 0.490
C 3.620 3.790 -0.341
C 3.187 2.589 0.215
N 2.773 1.440 -0.442
C 2.456 0.601 0.518
N 2.656 1.150 1.781
C 2.429 0.467 3.063
C 0.957 0.434 3.396
C 0.259 -0.781 3.438
C -1.101 -0.804 3.760
C -1.790 0.383 4.030
Cl -3.497 0.323 4.405
C -1.100 1.604 3.993
Cl -1.924 3.107 4.338
C 0.264 1.622 3.679
C 3.124 2.434 1.589
C 3.498 3.480 2.437
C 3.941 4.700 1.896
C 4.335 5.818 2.831
H 4.277 6.152 -1.217
H 3.926 7.003 0.294
H 5.534 6.290 0.027
H 3.655 3.876 -1.421
H 2.088 -0.405 0.344
H 2.834 -0.549 3.009
H 2.972 0.983 3.862
H 0.767 -1.717 3.225
H -1.629 -1.752 3.804
H 0.785 2.575 3.647
H 3.443 3.346 3.512
H 5.329 6.195 2.577
H 4.358 5.472 3.869
H 3.615 6.639 2.758
C -5.326 -2.969 -2.969
N -3.867 -3.043 -2.926
C -3.044 -2.271 -3.650
O -3.460 -1.415 -4.426
C -1.531 -2.483 -3.454
C -0.993 -1.664 -2.271
C -1.690 -1.955 -0.954
C -1.520 -3.210 -0.337
C -2.209 -3.509 0.854
C -3.062 -2.549 1.437
O -3.717 -2.846 2.589
C -3.224 -1.287 0.825
C -2.541 -0.995 -0.372
N -0.761 -2.138 -4.659
C -0.110 -2.952 -5.486
C -0.103 -4.447 -5.236
O 0.490 -2.504 -6.451
H -5.756 -3.961 -2.823
H -5.657 -2.581 -3.935
H -5.684 -2.302 -2.183
H -3.450 -3.676 -2.261
H -1.383 -3.534 -3.214
H -1.094 -0.602 -2.505
H 0.072 -1.873 -2.152
H -0.861 -3.946 -0.776
H -2.093 -4.469 1.334
H -4.312 -2.143 2.856
H -3.871 -0.547 1.271
H -2.678 -0.032 -0.848
H -0.777 -1.170 -4.945
H -1.127 -4.813 -5.196
H 0.419 -4.933 -6.059
H 0.420 -4.655 -4.304
*
```

=====

# 4
A structure of composition C28H30ClLuN4O4 in a non-equilibrium geometry, computed with ωB97M-V/def2-TZVPD.

Output
ΔE to the lowest compared entry with this formula, charge and spin in eV: 0.647
LUMO level in eV: 0.3
E in eV: -89811.6494

```
! RIJCOSX wB97M-V def2-TZVPD def2/J DEFGRID3
* xyz 0 1
Lu -0.176 -0.309 -0.205
C 2.346 4.561 2.174
C 2.621 5.370 0.931
C 3.618 6.347 0.941
C 3.860 7.161 -0.155
C 3.092 7.015 -1.303
C 2.113 6.037 -1.347
C 1.884 5.212 -0.248
N 0.840 4.246 -0.341
C 1.009 2.883 -0.286
N 2.287 2.477 -0.336
C 2.889 1.187 -0.213
C 2.141 0.022 -0.047
C 2.910 -1.151 0.082
C 4.297 -1.162 0.038
C 4.980 0.031 -0.152
C 4.293 1.227 -0.280
C 5.052 2.515 -0.514
N -0.032 2.085 -0.209
C -1.302 2.770 -0.222
C -1.925 3.034 -1.439
C -3.159 3.668 -1.488
C -3.783 4.036 -0.305
C -3.160 3.772 0.906
C -1.916 3.150 0.972
C -1.268 2.906 2.310
H 2.586 5.146 3.062
H 2.942 3.645 2.211
H 1.297 4.260 2.232
H 4.197 6.485 1.848
H 4.634 7.918 -0.107
H 3.263 7.649 -2.165
H 1.517 5.891 -2.244
H -0.065 4.555 -0.657
H 2.933 3.226 -0.509
H 2.405 -2.102 0.221
H 4.841 -2.095 0.142
H 6.064 0.040 -0.203
H 6.123 2.320 -0.540
H 4.881 3.257 0.272
H 4.789 2.984 -1.469
H -1.430 2.724 -2.352
H -3.636 3.854 -2.442
H -4.754 4.518 -0.323
H -3.651 4.053 1.834
H -2.021 2.695 3.070
H -0.705 3.784 2.640
H -0.568 2.075 2.278
O -2.857 -1.802 -0.811
Cl -2.713 -0.393 -0.789
O -3.891 0.329 -1.068
O -1.626 -0.008 -1.759
O -2.161 0.023 0.549
C 0.397 -2.764 -2.490
C 0.195 -3.306 -1.110
C 0.206 -4.596 -0.658
C 0.007 -4.542 0.761
C -0.113 -3.222 1.093
C -0.273 -2.563 2.428
N -0.002 -2.445 -0.046
H 0.651 -3.562 -3.188
H 1.224 -2.046 -2.521
H -0.500 -2.275 -2.881
H 0.342 -5.482 -1.263
H -0.040 -5.378 1.446
H -0.385 -3.300 3.223
H -1.163 -1.925 2.465
H 0.599 -1.951 2.681
*
```